Entry 1:
Here is a gas-phase ion, C4H7FNO (charge -1) from the Open Molecules 2025 dataset. Energies are from wB97M-V/def2-TZVPD.

Computed properties:
HOMO in eV: -1.850
Kohn-Sham gap in Ha: 0.22999
Energy in Ha: -386.31096
Total charge: -1
E_LUMO in Eh: 0.1620

Each atom is followed by the atoms it is bonded to, with distances in Å.
Atoms and positions in Å:
1 C -0.242 0.781 0.640  C3 1.546, N5 1.469, H8 1.139, H9 1.105
2 C -1.360 0.436 -1.387  N5 1.236, H10 1.114, H11 1.107
3 C 0.843 0.088 -0.216  C1 1.546, C4 1.579, F7 1.499
4 C 1.452 -1.204 0.456  C3 1.579, H12 1.041, H13 1.199, H14 1.129
5 N -1.447 0.517 -0.157  C1 1.469, C2 1.236, O6 1.328
6 O -2.500 0.284 0.619  N5 1.328
7 F 2.056 0.964 -0.300  C3 1.499
8 H -0.554 0.598 1.720  C1 1.139
9 H -0.085 1.852 0.421  C1 1.105
10 H -0.338 0.310 -1.812  C2 1.114
11 H -2.249 0.131 -1.971  C2 1.107
12 H 2.282 -1.704 0.076  C4 1.041
13 H 0.537 -1.969 0.345  C4 1.199
14 H 1.605 -1.086 1.568  C4 1.129

=====

Entry 2:
Here is 2 unconnected molecules or ions with the total composition C5H13N3O2 from the Open Molecules 2025 dataset. Energies are from wB97M-V/def2-TZVPD.

Computed properties:
HOMO in eV: -9.489
Structure (SMILES): [H]/N=C(/N)NC.CCC(=O)O
Kohn-Sham gap in Ha: 0.37073
Energy in Ha: -513.05975
E_LUMO in Eh: 0.0220

Each atom is followed by the atoms it is bonded to, with distances in Å.
Atoms and positions in Å:
1 H 0.837 -2.527 0.654  N2 1.005
2 N 0.373 -1.860 0.062  H1 1.005, C3 1.267
3 C -0.800 -1.518 0.396  N2 1.267, N4 1.372, N5 1.426
4 N -1.762 -0.988 -0.427  C3 1.372, H7 1.009, H8 0.972
5 N -1.257 -1.752 1.727  C3 1.426, C6 1.461, H9 1.004
6 C -0.989 -0.749 2.756  N5 1.461, H10 1.090, H11 1.089, H12 1.084
7 H -1.724 -1.172 -1.418  N4 1.009
8 H -2.118 -0.103 -0.241  N4 0.972
9 H -2.219 -2.039 1.701  N5 1.004
10 H -1.778 0.003 2.773  C6 1.090
11 H -0.010 -0.350 2.497  C6 1.089
12 H -0.916 -1.216 3.732  C6 1.084
13 C 1.698 2.542 -0.641  C14 1.530, H18 1.091, H19 1.087, H20 1.083
14 C 1.370 1.116 -1.085  C13 1.530, C15 1.510, H21 1.083, H22 1.093
15 C 0.417 0.865 -2.229  C14 1.510, O16 1.196, O17 1.351
16 O -0.240 1.639 -2.862  C15 1.196
17 O 0.353 -0.452 -2.523  C15 1.351, H23 0.979
18 H 0.983 2.890 0.107  C13 1.091
19 H 1.571 3.202 -1.495  C13 1.087
20 H 2.632 2.491 -0.096  C13 1.083
21 H 2.223 0.480 -1.290  C14 1.083
22 H 0.835 0.612 -0.276  C14 1.093
23 H 0.524 -1.115 -1.823  O17 0.979